Molecular formula: C78H123F36N22O24S8
Method: DFT, ωB97M-V with the def2-TZVPD basis set

Maximum force ... 4.85 eV Å⁻¹
Net charge ... +1
Orbital gap ... 6.868 eV

CARTESIAN COORDINATES (ANGSTROEM)
C1 26.125 14.017 17.598
C2 24.600 13.840 17.755
N1 24.071 14.677 18.880
C3 24.120 16.053 18.943
C4 23.410 16.406 20.025
N2 23.048 15.260 20.730
C5 23.389 14.174 19.954
C6 22.320 15.218 21.926
H1 26.459 15.053 17.636
H2 26.464 13.581 16.644
H3 26.737 13.520 18.363
H4 24.338 12.790 17.893
H5 24.046 14.218 16.889
H6 24.653 16.650 18.209
H7 23.153 17.328 20.512
H8 23.018 13.180 20.148
H9 21.371 14.686 21.759
H10 22.126 16.260 22.183
H11 22.994 14.774 22.669
C7 18.998 16.313 13.751
C8 17.634 16.215 14.371
N3 16.585 16.852 13.541
C9 16.565 16.986 12.143
C10 15.433 17.646 11.859
N4 14.730 17.900 12.982
C11 15.440 17.431 14.019
C12 13.529 18.584 13.105
H12 19.054 15.741 12.818
H13 19.785 15.842 14.351
H14 19.361 17.346 13.628
H15 17.544 16.644 15.369
H16 17.345 15.169 14.501
H17 17.376 16.630 11.507
H18 15.012 17.856 10.895
H19 15.146 17.390 15.059
H20 13.013 18.225 13.996
H21 12.905 18.384 12.247
H22 13.760 19.648 13.188
C13 33.735 26.321 24.098
C14 33.659 24.878 23.648
N5 32.850 24.651 22.486
C15 31.507 24.911 22.397
C16 31.154 24.560 21.099
N6 32.287 24.082 20.431
C17 33.288 24.165 21.315
C18 32.281 23.605 19.039
H23 32.740 26.676 24.348
H24 34.277 26.986 23.419
H25 34.280 26.275 25.048
H26 33.124 24.348 24.445
H27 34.623 24.377 23.569
H28 30.961 25.418 23.175
H29 30.210 24.590 20.596
H30 34.323 23.995 21.090
H31 32.170 22.520 18.998
H32 33.200 23.960 18.557
H33 31.422 24.044 18.518
C19 26.755 27.618 17.897
C20 25.633 26.593 18.129
N7 25.192 25.971 16.900
C21 26.005 25.128 16.161
C22 25.228 24.813 15.037
N8 24.004 25.416 15.201
C23 23.958 26.117 16.388
C24 22.904 25.317 14.290
H34 26.900 28.197 18.805
H35 26.437 28.328 17.141
H36 27.683 27.133 17.574
H37 24.776 27.105 18.583
H38 25.925 25.824 18.849
H39 27.031 24.878 16.431
H40 25.497 24.246 14.151
H41 23.030 26.483 16.847
H42 21.956 25.095 14.776
H43 23.191 24.554 13.568
H44 22.691 26.271 13.800
C25 24.500 23.101 19.464
C26 23.656 22.106 20.224
N9 22.594 21.545 19.444
C27 21.714 22.281 18.728
C28 20.812 21.400 18.147
N10 21.171 20.175 18.618
C29 22.271 20.277 19.391
C30 20.442 18.986 18.362
H45 25.393 23.366 20.032
H46 23.938 23.995 19.192
H47 24.961 22.691 18.534
H48 23.168 22.630 21.057
H49 24.240 21.322 20.687
H50 21.716 23.351 18.726
H51 19.894 21.555 17.585
H52 22.736 19.489 19.964
H53 19.796 19.170 17.495
H54 19.714 18.705 19.137
H55 21.103 18.125 18.203
C31 17.572 21.611 11.251
C32 17.497 23.123 11.190
N11 16.564 23.723 12.102
C33 15.233 23.885 11.838
C34 14.724 24.475 13.004
N12 15.734 24.635 13.901
C35 16.878 24.127 13.356
C36 15.634 25.138 15.250
H56 18.171 21.155 10.455
H57 16.549 21.222 11.114
H58 17.943 21.283 12.223
H59 17.142 23.437 10.205
H60 18.444 23.660 11.245
H61 14.747 23.715 10.886
H62 13.716 24.809 13.213
H63 17.856 24.107 13.810
H64 15.842 26.199 15.385
H65 16.213 24.468 15.894
H66 14.593 24.988 15.558
C37 27.965 26.506 21.099
C38 27.898 26.360 22.629
N13 26.661 25.898 23.151
C39 25.554 26.674 23.388
C40 24.539 25.824 23.824
N14 25.017 24.573 23.678
C41 26.280 24.582 23.278
C42 24.293 23.418 24.102
H67 27.181 27.173 20.740
H68 27.780 25.564 20.559
H69 28.865 27.008 20.768
H70 28.096 27.339 23.096
H71 28.745 25.800 23.048
H72 25.542 27.751 23.294
H73 23.487 26.033 23.960
H74 26.947 23.738 23.131
H75 23.474 23.165 23.427
H76 23.874 23.590 25.097
H77 24.922 22.523 24.177
C43 15.900 17.660 23.154
C44 15.590 19.187 23.264
N15 16.037 19.942 22.111
C45 17.285 20.465 21.918
C46 17.337 21.145 20.769
N16 16.080 21.044 20.234
C47 15.293 20.325 21.059
C48 15.633 21.700 19.075
H78 15.658 17.105 24.056
H79 16.941 17.439 22.904
H80 15.296 17.286 22.313
H81 16.010 19.689 24.123
H82 14.520 19.347 23.356
H83 18.043 20.317 22.669
H84 18.089 21.795 20.323
H85 14.289 20.009 20.816
H86 14.715 22.268 19.220
H87 15.576 21.070 18.186
H88 16.398 22.462 18.842
C49 18.145 21.021 25.628
C50 19.426 21.862 25.760
N17 20.103 21.618 27.007
C51 19.560 21.592 28.227
C52 20.602 21.467 29.137
N18 21.775 21.452 28.458
C53 21.463 21.520 27.125
C54 23.064 21.204 29.007
H89 18.452 19.976 25.582
H90 17.601 21.261 24.716
H91 17.451 21.127 26.462
H92 19.348 22.929 25.565
H93 20.108 21.537 24.979
H94 18.501 21.554 28.394
H95 20.544 21.493 30.213
H96 22.140 21.422 26.293
H97 23.595 20.449 28.428
H98 22.963 20.719 29.980
H99 23.623 22.138 29.078
C55 20.148 14.563 17.883
F1 20.023 14.547 16.559
F2 21.102 15.475 18.106
F3 19.042 15.142 18.314
S1 20.454 12.944 18.696
O1 20.722 13.315 20.049
O2 19.258 12.206 18.369
N19 21.741 12.500 18.047
S2 21.372 11.324 16.828
O3 20.920 10.105 17.465
O4 20.673 11.966 15.774
C56 23.004 10.788 16.020
F4 23.602 11.798 15.409
F5 23.865 10.229 16.878
F6 22.725 9.873 15.092
C57 12.639 14.485 15.175
F7 11.561 14.909 15.843
F8 12.292 13.349 14.585
F9 12.847 15.371 14.146
S3 14.200 14.279 16.156
O5 14.008 13.038 16.862
O6 15.206 14.367 15.141
N20 14.189 15.510 17.027
S4 15.039 15.241 18.435
O7 14.219 14.982 19.592
O8 16.214 14.514 18.132
C58 15.692 16.917 18.805
F10 16.494 17.428 17.882
F11 14.797 17.858 19.061
F12 16.469 16.863 19.886
C59 26.199 18.734 21.109
F13 25.906 19.371 19.981
F14 26.095 17.445 20.869
F15 27.483 18.929 21.423
S5 25.201 19.335 22.536
O9 25.360 18.345 23.563
O10 25.663 20.667 22.807
N21 23.741 19.438 22.092
S6 22.667 19.448 23.326
O11 22.604 18.175 23.976
O12 22.889 20.596 24.145
C60 20.998 19.703 22.612
F16 20.908 20.842 21.949
F17 20.587 18.705 21.828
F18 20.146 19.795 23.646
C61 24.335 16.163 13.584
F19 23.665 15.034 13.591
F20 25.493 15.827 14.122
F21 24.561 16.501 12.324
S7 23.394 17.378 14.524
O13 22.186 17.515 13.784
O14 23.325 16.855 15.861
N22 24.262 18.635 14.490
S8 23.749 19.772 15.601
O15 22.324 19.894 15.566
O16 24.412 19.629 16.866
C62 24.262 21.443 14.981
F22 23.953 21.659 13.710
F23 23.560 22.350 15.675
F24 25.526 21.727 15.170
C63 19.902 25.845 17.476
O17 19.448 27.194 16.982
O18 21.156 25.778 17.886
C64 18.852 25.571 18.703
F25 18.959 24.235 19.092
F26 19.051 26.359 19.803
F27 17.520 25.777 18.354
C65 19.627 27.306 15.592
C66 19.508 28.756 15.235
H100 18.648 29.191 15.750
H101 20.395 29.300 15.597
H102 19.429 29.003 14.182
H103 18.912 26.644 15.052
H104 20.625 26.953 15.329
H105 19.646 25.111 16.647
C67 17.638 20.842 15.649
O19 18.241 21.699 14.582
O20 17.668 21.347 16.852
C68 16.047 20.878 15.161
F28 15.302 19.977 15.918
F29 15.383 22.104 15.262
F30 15.861 20.432 13.824
C69 19.596 21.424 14.558
C70 20.327 22.491 13.794
H106 20.184 23.494 14.205
H107 21.403 22.291 13.833
H108 20.092 22.524 12.733
H109 19.769 20.453 14.071
H110 19.975 21.457 15.581
H111 18.106 19.801 15.508
C71 28.102 23.347 18.361
O21 28.317 22.863 19.818
O22 28.701 24.493 18.234
C72 28.770 22.198 17.382
F31 30.073 21.740 17.568
F32 27.996 21.081 17.520
F33 28.645 22.517 16.042
C73 29.133 21.834 20.291
C74 29.029 21.851 21.806
H112 29.406 22.780 22.250
H113 27.977 21.613 22.026
H114 29.718 21.111 22.228
H115 30.188 21.915 19.993
H116 28.833 20.843 19.935
H117 26.979 23.322 18.217
C75 20.974 24.304 23.382
O23 21.741 25.382 22.761
O24 21.006 24.414 24.682
C76 19.447 24.456 22.819
F34 18.470 24.036 23.688
F35 19.014 25.616 22.348
F36 19.269 23.548 21.776
C77 21.854 25.285 21.369
C78 23.083 26.089 20.889
H118 24.077 25.658 21.036
H119 22.958 26.236 19.809
H120 22.987 27.087 21.328
H121 21.022 25.770 20.861
H122 21.919 24.239 21.021
H123 21.382 23.306 22.960

Force components x, y, z for each atom (eV/Å):
0.270 -0.358 -0.098
0.427 0.914 -0.031
-0.479 -1.918 1.060
-0.035 -0.386 -0.649
-0.177 -0.399 1.820
1.214 -1.320 -4.362
0.505 3.128 -0.054
-0.713 0.148 1.208
-0.305 0.162 -0.267
-0.329 0.268 0.237
-0.564 -0.113 0.080
-0.129 0.351 0.327
0.313 -0.221 -0.048
-0.384 -0.190 0.070
0.322 0.338 -0.260
0.396 -0.105 -0.226
0.440 0.009 0.346
-0.103 -0.179 0.406
-0.706 0.027 0.229
0.970 0.227 -0.137
-0.394 -0.800 0.381
-1.553 1.243 -0.360
0.925 -0.318 1.453
-0.431 -0.038 -1.837
2.518 -1.781 1.538
1.646 -1.321 -0.816
-1.721 1.241 0.460
-0.122 0.382 -0.069
-0.485 0.008 0.306
-0.289 -0.284 -0.257
0.185 0.216 -0.075
-0.053 0.097 -0.094
-0.492 0.140 0.362
0.019 0.210 -0.137
-0.049 0.163 -0.080
-0.049 0.186 -0.071
-0.220 0.025 -0.237
-0.423 -0.022 0.014
0.609 -0.247 0.411
-0.227 -0.312 1.508
0.239 -0.318 -1.670
-0.081 -0.361 -2.234
0.533 0.038 0.772
-1.028 0.807 1.886
-0.136 0.255 -0.194
0.190 0.253 -0.328
-0.035 0.321 -0.227
-0.294 -0.102 0.038
-0.007 0.297 -0.173
0.258 -0.103 0.031
-0.016 0.201 -0.384
0.010 -0.290 -0.010
-0.480 -0.045 -0.306
0.154 -0.299 0.048
0.205 0.191 0.098
-0.210 -0.316 0.111
0.025 -0.015 0.262
-0.307 -0.500 -0.224
0.108 0.818 1.061
-0.227 -0.288 0.659
-1.805 0.273 -2.021
1.076 0.546 1.489
0.078 0.884 1.909
1.348 -1.813 -1.865
-0.729 0.099 -0.796
0.217 -0.096 0.114
-0.036 0.097 -0.235
-0.141 0.090 0.239
0.024 -0.155 -0.268
0.171 -0.075 -0.257
-0.250 0.197 0.098
-0.247 0.100 0.321
0.231 0.056 0.061
0.289 -0.535 0.358
-0.455 0.082 -0.094
0.509 -0.026 -0.192
0.873 -0.243 -1.103
0.478 0.836 1.036
0.281 0.202 0.015
-1.606 -0.265 -1.242
0.709 1.258 1.220
0.966 0.133 0.676
-1.042 -0.947 -0.575
-1.282 -1.697 -0.612
-0.181 0.188 0.417
0.023 0.029 0.070
-0.711 -0.075 0.464
0.131 -0.067 0.015
0.057 -0.181 -0.281
0.084 0.455 -0.256
0.137 -0.031 0.069
0.064 0.093 -0.330
0.482 -0.203 -0.075
0.461 0.375 0.263
-0.145 0.330 -0.209
-0.528 -0.385 0.262
0.691 0.250 -1.905
0.544 -0.022 1.529
-0.719 1.470 2.417
-0.216 -0.485 -1.656
1.784 -0.815 -1.254
-2.027 0.566 -0.908
-0.991 -0.573 1.147
0.072 0.469 0.123
0.330 0.011 0.200
-0.084 -0.058 -0.055
-0.086 -0.186 -0.109
0.149 -0.332 0.516
0.314 -0.192 0.243
0.215 -0.095 0.027
-0.108 -0.208 0.057
0.449 -0.182 -0.327
0.195 0.503 -0.037
0.160 0.057 -0.048
-1.005 -0.286 0.067
2.005 1.487 -0.324
-1.774 -2.042 -0.215
-1.026 -0.659 1.204
0.879 2.230 -1.560
0.788 -0.510 0.310
0.859 1.600 -0.007
-0.776 -1.926 0.678
-0.258 0.084 0.341
0.576 0.111 0.190
0.477 -0.333 0.072
-0.379 -0.077 -0.252
-0.499 -0.542 -0.316
0.169 -0.233 0.003
-0.054 -0.206 0.320
-0.333 0.079 0.021
0.069 0.306 0.025
-0.105 0.217 -0.299
0.133 0.397 -0.307
-0.238 0.777 -0.775
-0.087 -1.114 0.384
-0.512 0.685 -1.491
1.101 -0.660 1.577
-0.217 0.670 -0.648
-0.879 -1.175 1.762
1.021 -0.170 -0.388
0.274 1.996 -2.228
-0.207 0.197 0.090
-0.018 0.303 0.074
0.192 -0.140 0.378
0.364 -0.159 0.343
-0.162 -0.111 -0.120
0.016 0.046 -0.090
-0.172 -0.389 0.157
0.062 0.147 0.221
-0.153 -0.358 0.292
0.039 -0.176 0.295
-0.310 -0.409 -0.143
0.471 0.068 0.292
-0.560 -0.326 -1.525
2.922 -0.031 -0.129
0.804 -0.429 2.025
-1.687 0.564 0.151
-1.799 -0.279 -2.645
-1.213 0.038 1.004
1.161 -0.471 0.598
-0.176 -0.150 0.003
0.180 0.237 0.014
0.002 0.158 -0.004
-0.261 0.207 0.364
0.107 0.063 0.063
-0.053 0.279 0.067
0.136 -0.215 -0.095
0.098 0.136 -0.095
0.046 0.328 -0.364
-0.149 0.452 0.069
0.103 -0.227 0.077
-0.504 1.332 -0.733
0.138 -0.965 -0.570
1.341 0.089 0.693
-1.162 -0.029 0.964
-3.065 0.533 -0.167
-0.055 0.449 1.156
0.762 0.503 0.534
2.309 -3.034 -3.005
0.102 -0.379 2.165
0.604 0.943 -0.929
-0.161 -0.170 -0.792
-0.052 -0.128 0.251
0.217 0.526 0.042
-0.188 0.314 0.178
-0.380 0.123 0.247
-0.691 0.448 -0.975
0.491 0.136 0.264
0.318 -0.409 0.134
0.025 0.106 0.558
-0.351 -2.818 -1.483
-0.002 0.323 -0.393
0.304 -0.245 -0.744
0.604 2.584 3.856
-1.869 0.536 -0.811
0.516 0.137 -0.761
0.806 -0.565 0.448
0.947 0.897 0.022
0.175 -0.157 -1.389
-1.344 0.332 0.076
0.128 -0.747 1.019
0.553 -0.212 -0.558
-0.111 0.498 -0.022
-0.651 -0.640 0.270
-0.031 0.603 0.133
0.832 -0.010 2.370
0.845 -0.050 -0.251
1.217 0.476 -0.300
-4.065 -0.337 -0.854
2.697 -1.407 -0.325
-0.874 0.018 -0.104
-0.573 0.989 0.558
-0.385 0.084 -0.489
0.111 0.280 -0.380
0.302 0.077 0.100
0.176 -0.389 0.048
0.964 -0.862 -0.449
-1.519 -0.820 -0.139
1.253 0.673 0.755
-0.124 0.607 -0.437
-1.227 -0.254 0.910
-0.947 -0.440 -0.597
-0.233 -0.852 0.394
1.241 4.114 1.129
0.569 -2.647 -1.228
-0.595 0.397 0.327
0.047 0.496 0.006
-0.291 0.134 -0.164
0.019 -0.321 -0.639
-0.369 -0.002 0.573
1.036 -0.233 0.026
0.024 0.262 1.093
0.274 -1.150 0.160
-0.688 0.100 -0.627
-0.024 0.097 -0.420
-0.259 1.622 -0.310
-0.027 -1.043 -1.366
1.294 -0.543 0.230
0.018 -0.481 0.215
0.122 1.026 0.344
0.007 -0.053 -0.088
-0.265 -0.195 0.050
-0.095 -0.359 -0.312
0.043 0.345 0.084
0.250 -0.153 -0.146
-0.233 0.378 0.573
-1.797 1.318 0.553
-1.389 -0.385 0.450
0.645 -0.624 -0.785
-0.004 -1.332 -0.440
0.727 1.260 -0.834
1.166 -1.804 -0.208
0.101 0.932 1.583
0.951 0.340 -0.286
0.885 0.278 -0.321
-0.184 -0.034 0.173
-0.101 -0.024 0.087
-0.305 -0.082 -0.184
0.249 -0.036 0.386
0.211 -0.470 -0.095
-0.911 0.823 -0.137
2.915 0.076 0.100
-1.021 0.510 -0.494
-0.771 -0.158 -0.280
-1.499 -1.137 -0.368
-1.371 1.323 -0.121
0.390 0.208 0.039
0.513 0.215 1.498
0.378 -0.344 -0.029
0.201 -0.406 -0.160
-0.573 0.237 -0.201
0.450 0.217 0.536
-0.406 -0.353 -0.024
0.026 0.333 -0.112
-0.169 0.035 -0.047
0.918 -0.442 0.059
-0.670 0.468 1.334
0.005 -0.655 0.132
0.164 -0.531 -0.541
-0.590 -1.713 -0.715
0.771 0.285 0.357
0.574 0.319 0.397
0.396 0.206 0.029
1.014 0.588 -0.950
-0.793 0.078 -0.531
-0.126 -0.080 0.389
-0.052 -0.099 0.061
0.361 -0.075 0.116
-0.287 -0.285 0.028
-0.141 0.172 0.187
-0.539 0.876 -0.051